# 1
ORCA calculation (the ωB97M-V functional and the def2-TZVPD basis) on 6 unconnected molecules or ions with the total composition C26H49BCl10FINO6Si.

Last column: Mulliken charge in e.
Atoms and positions in Å:
C1 -2.514 -4.219 -2.670  -0.85
C2 -1.042 -3.854 -2.799  -0.21
O1 -0.852 -2.452 -2.539  0.06
C3 -0.545 -1.756 -3.657  0.57
O2 -1.330 -1.706 -4.573  -0.62
C4 0.797 -1.073 -3.764  -1.47
C5 1.427 -0.660 -2.415  1.09
C6 1.243 0.841 -2.094  -1.55
C7 0.646 1.243 -0.738  0.09
I1 -1.133 0.047 -0.141  -0.14
O3 0.061 2.453 -1.033  -0.72
B1 0.318 3.361 0.080  1.15
C8 0.148 4.942 -0.214  0.29
C9 -1.332 5.289 -0.054  -1.22
F1 0.465 5.257 -1.574  -0.39
O4 1.663 2.879 0.530  -0.82
C10 1.643 1.493 0.506  1.22
C11 3.107 1.084 0.378  -1.49
C12 3.424 -0.281 0.983  -0.78
O5 2.871 -1.275 0.123  0.05
Si1 2.605 -2.749 0.861  0.61
C13 1.565 -3.741 -0.365  -1.14
C14 1.617 -2.664 2.460  -1.22
C15 4.253 -3.655 1.018  -0.86
N1 1.071 1.091 1.839  -0.32
C16 1.592 1.603 2.805  0.65
O6 2.154 2.143 3.708  -0.72
H1 -2.901 -3.720 -1.784  0.28
H2 -2.585 -5.299 -2.537  0.48
H3 -3.052 -3.889 -3.555  -0.16
H4 -0.460 -4.461 -2.111  0.27
H5 -0.673 -4.050 -3.805  0.41
H6 1.439 -1.850 -4.189  0.40
H7 0.757 -0.251 -4.469  0.40
H8 1.115 -1.318 -1.617  -0.43
H9 2.501 -0.837 -2.505  0.15
H10 0.561 1.261 -2.826  0.67
H11 2.173 1.393 -2.209  0.41
H12 -0.371 3.170 1.085  -0.42
H13 0.751 5.588 0.427  0.21
H14 -1.557 6.296 -0.400  0.38
H15 -1.910 4.543 -0.598  0.19
H16 -1.586 5.159 0.997  0.26
H17 3.455 1.065 -0.649  0.35
H18 3.717 1.820 0.901  0.47
H19 4.514 -0.386 0.930  0.23
H20 3.071 -0.350 2.012  0.55
H21 0.586 -3.263 -0.433  0.08
H22 1.466 -4.781 -0.062  0.62
H23 2.011 -3.639 -1.357  0.35
H24 2.273 -2.829 3.316  0.35
H25 1.014 -1.765 2.574  0.26
H26 0.926 -3.509 2.438  0.42
H27 5.096 -2.963 1.074  -0.16
H28 4.236 -4.334 1.870  0.43
H29 4.382 -4.217 0.094  0.29
Cl1 7.576 -3.396 1.032  -0.17
C17 8.037 -3.662 -0.669  -0.41
C18 7.719 -2.470 -1.538  -0.61
Cl2 5.967 -2.221 -1.738  -0.06
H30 7.530 -4.559 -1.017  0.30
H31 9.110 -3.847 -0.683  0.35
H32 8.133 -2.622 -2.534  0.32
H33 8.140 -1.556 -1.126  0.31
Cl3 2.458 5.172 7.603  -0.20
C19 3.992 4.879 6.742  -0.43
C20 4.131 3.448 6.291  -0.20
Cl4 4.342 2.328 7.665  -0.21
H34 4.806 5.170 7.401  0.33
H35 3.998 5.536 5.874  0.30
H36 5.014 3.346 5.662  0.30
H37 3.267 3.122 5.719  0.14
Cl5 -5.639 1.115 1.623  -0.08
C21 -4.764 0.517 3.058  -0.54
C22 -3.781 1.527 3.596  -0.62
Cl6 -2.411 1.779 2.490  -0.05
H38 -4.266 -0.410 2.783  0.29
H39 -5.516 0.293 3.815  0.33
H40 -3.371 1.169 4.540  0.28
H41 -4.256 2.491 3.773  0.31
Cl7 -7.144 2.436 -0.659  -0.16
C23 -8.869 2.063 -0.900  -0.46
C24 -9.692 2.272 0.347  -0.45
Cl8 -9.323 1.078 1.616  -0.17
H42 -8.944 1.039 -1.258  0.31
H43 -9.227 2.728 -1.685  0.31
H44 -10.749 2.161 0.109  0.31
H45 -9.535 3.264 0.763  0.31
Cl9 -5.034 -3.388 -4.655  -0.25
C25 -4.605 -1.680 -4.945  0.10
C26 -5.654 -0.732 -4.427  -0.50
Cl10 -7.174 -0.819 -5.364  -0.23
H46 -4.441 -1.553 -6.012  0.36
H47 -3.660 -1.501 -4.432  -0.11
H48 -5.292 0.291 -4.506  0.32
H49 -5.892 -0.933 -3.386  0.33

Force components x, y, z for each atom (eV/Å):
C 0.75 0.17 -0.12
C -0.76 -0.24 -0.28
O 1.22 -0.35 0.16
C -0.69 0.84 -0.65
O -0.11 -0.19 -0.27
C 0.23 -0.55 1.48
C 0.90 0.49 -0.57
C -0.48 -1.41 0.34
C -0.55 0.87 -0.51
I 0.37 -0.72 -0.30
O 0.27 0.06 0.38
B 0.19 0.39 1.47
C -0.72 -0.55 -0.61
C 0.53 -0.33 0.17
F 0.36 0.27 0.01
O 0.83 0.24 -0.57
C -0.40 2.22 -0.58
C 0.05 -1.29 0.77
C 0.63 0.58 -1.39
O -0.32 -0.47 0.98
Si -0.46 -0.60 -0.80
C 0.22 0.93 0.17
C 0.40 -0.24 -0.12
C -0.52 0.49 0.06
N 0.59 -0.55 0.68
C 0.82 0.93 0.34
O -1.19 -1.11 -1.00
H -0.17 -0.04 0.05
H -0.25 -0.06 -0.10
H 0.06 -0.18 0.34
H 0.29 0.41 0.27
H -0.06 -0.21 -0.08
H -0.01 -0.06 -0.20
H -0.21 0.02 -0.14
H -0.33 0.08 0.09
H 0.05 -0.09 0.05
H -0.16 0.14 0.06
H 0.10 0.06 0.04
H -0.52 -0.18 -0.17
H 0.21 0.01 -0.07
H -0.09 0.08 -0.01
H -0.21 0.11 -0.18
H -0.14 0.21 0.07
H -0.17 0.09 -0.19
H -0.24 0.24 0.08
H 0.07 -0.10 0.42
H 0.00 -0.16 0.06
H -0.16 -0.13 0.09
H 0.01 -0.11 -0.10
H 0.07 -0.32 -0.06
H -0.09 0.27 0.17
H 0.12 0.16 0.01
H -0.05 -0.06 -0.04
H -0.23 -0.13 0.25
H 0.23 -0.07 0.01
H 0.07 -0.18 0.00
Cl 0.34 -0.02 -0.01
C 0.09 -0.02 -0.05
C 0.04 0.01 -0.10
Cl 0.00 0.05 0.04
H -0.09 0.05 0.02
H 0.01 0.05 0.00
H 0.00 -0.06 0.01
H -0.04 -0.01 0.06
Cl 0.01 0.01 0.05
C 0.11 0.06 -0.07
C -0.06 -0.01 -0.16
Cl 0.00 0.00 0.03
H -0.05 -0.04 0.07
H -0.06 -0.05 -0.04
H 0.03 0.03 0.03
H -0.04 -0.04 0.04
Cl 0.20 -0.15 0.28
C -0.05 -0.08 0.12
C 0.16 0.06 0.03
Cl -0.25 0.19 0.34
H 0.06 0.06 -0.06
H -0.01 0.05 -0.01
H -0.04 -0.06 -0.01
H -0.06 -0.02 -0.06
Cl -0.24 0.10 -0.22
C 0.02 0.03 -0.14
C -0.10 0.06 -0.04
Cl -0.01 0.00 0.02
H 0.04 -0.02 0.07
H -0.03 0.02 0.04
H 0.02 -0.03 -0.05
H 0.09 -0.03 0.03
Cl -0.51 0.08 -0.34
C 0.16 0.16 0.08
C 0.11 0.04 0.09
Cl -0.07 -0.01 0.00
H -0.06 -0.05 -0.01
H -0.01 -0.03 0.00
H 0.02 -0.02 -0.05
H -0.05 -0.05 -0.02

Its orbital gap is 6.9410 eV. As for the charge: -1.



# 2
ORCA calculation (the ωB97M-V functional and the def2-TZVPD basis) on 9 unconnected molecules or ions with the total composition C26H49Cl16F3O6.

Last column: Mulliken charge in e.
Atoms and positions in Å:
C1 -6.159 -2.243 -2.475  -0.61
C2 -6.075 -3.905 -2.564  -0.42
C3 -5.210 -4.431 -3.862  0.10
O1 -4.131 -3.509 -4.252  -0.46
C4 -3.041 -3.499 -3.221  0.38
O2 -1.833 -3.038 -3.920  -0.56
C5 -1.530 -1.608 -3.578  0.21
C6 -2.652 -0.562 -4.213  0.09
C7 -2.594 0.941 -3.483  0.01
C8 -4.063 1.301 -2.848  0.33
F1 -5.376 0.992 -3.475  -0.30
C9 -4.089 1.975 -1.518  0.13
F2 -4.480 3.427 -1.464  -0.25
F3 -3.774 1.284 -0.237  -0.20
C10 0.021 -1.270 -4.105  0.08
C11 1.098 -1.149 -2.878  -0.71
O3 0.581 -0.386 -1.693  -0.14
C12 1.679 0.458 -1.131  -0.38
C13 1.042 1.166 0.243  -0.37
O4 1.765 0.691 1.438  -0.25
C14 2.167 1.814 2.313  -0.28
C15 1.097 2.064 3.540  0.08
O5 0.061 1.017 3.505  -0.33
C16 0.284 0.034 4.606  -0.12
C17 -0.466 -1.403 4.200  -0.70
O6 0.029 -0.174 -5.078  -0.41
C18 0.628 1.060 -4.561  -0.48
H1 -7.261 -1.983 -2.106  0.37
H2 -5.927 -1.723 -3.519  0.09
H3 -5.405 -1.883 -1.648  0.13
H4 -5.571 -4.348 -1.577  0.16
H5 -7.202 -4.275 -2.686  0.33
H6 -4.733 -5.499 -3.717  -0.18
H7 -5.958 -4.477 -4.790  0.33
H8 -3.413 -2.807 -2.354  0.13
H9 -2.962 -4.591 -2.774  -0.08
H10 -1.644 -1.536 -2.416  0.22
H11 -2.545 -0.494 -5.390  0.30
H12 -3.773 -0.931 -4.029  -0.21
H13 -1.746 1.011 -2.676  -0.06
H14 -2.373 1.758 -4.324  0.22
H15 0.334 -2.249 -4.715  0.19
H16 2.181 -0.804 -3.199  0.42
H17 1.244 -2.259 -2.462  0.22
H18 2.629 -0.155 -0.828  0.32
H19 2.040 1.286 -1.899  0.20
H20 -0.075 0.766 0.358  0.12
H21 0.964 2.333 0.154  0.25
H22 3.191 1.472 2.824  0.23
H23 2.408 2.805 1.720  0.31
H24 1.724 2.085 4.551  0.27
H25 0.607 3.127 3.440  -0.25
H26 -0.125 0.467 5.623  0.24
H27 1.455 -0.155 4.729  0.16
H28 -1.631 -1.233 4.011  0.27
H29 -0.259 -2.135 5.101  0.26
H30 0.034 -1.869 3.248  0.02
H31 1.816 0.941 -4.580  0.27
H32 0.407 1.920 -5.360  0.25
H33 0.215 1.430 -3.531  0.09
Cl1 -1.717 -7.004 -1.867  -0.10
C19 -0.672 -5.870 -1.002  -0.23
Cl2 -1.608 -4.862 0.108  -0.15
H34 0.069 -6.435 -0.431  0.36
H35 -0.167 -5.227 -1.727  0.11
Cl3 2.791 -3.619 0.881  -0.17
C20 2.926 -2.840 2.462  0.45
Cl4 2.126 -3.798 3.714  -0.18
H36 3.983 -2.733 2.717  0.28
H37 2.457 -1.854 2.414  -0.38
Cl5 2.712 5.601 2.959  -0.06
C21 1.483 6.465 3.889  0.22
Cl6 1.446 5.908 5.567  -0.18
H38 1.711 7.534 3.874  0.35
H39 0.504 6.291 3.435  -0.34
Cl7 5.604 5.724 0.859  -0.18
C22 6.649 6.857 1.724  -0.15
Cl8 5.713 7.865 2.834  -0.13
H40 7.390 6.292 2.296  0.15
H41 7.154 7.500 0.999  0.27
Cl9 -1.326 7.282 2.010  -0.17
C23 -1.963 5.728 1.460  -0.35
Cl10 -0.762 4.444 1.654  -0.02
H42 -2.849 5.478 2.048  0.29
H43 -2.231 5.807 0.403  0.29
Cl11 9.317 7.614 2.278  -0.14
C24 9.540 7.793 4.022  -0.25
Cl12 8.553 6.628 4.913  -0.13
H44 10.592 7.628 4.265  0.31
H45 9.248 8.805 4.316  0.25
Cl13 4.887 -1.792 5.398  -0.15
C25 3.803 -2.181 6.740  -0.12
Cl14 3.281 -0.717 7.580  -0.15
H46 2.924 -2.699 6.348  0.07
H47 4.329 -2.829 7.446  0.35
Cl15 -5.158 -7.812 -4.748  -0.11
C26 -4.254 -9.266 -4.309  -0.29
Cl16 -4.026 -9.368 -2.559  -0.15
H48 -4.808 -10.145 -4.647  0.32
H49 -3.276 -9.237 -4.794  0.25

Force components x, y, z for each atom (eV/Å):
C -0.28 -0.60 0.32
C 0.00 0.15 -0.17
C -0.71 0.00 -0.43
O 0.40 -1.06 1.99
C -1.17 -0.24 -0.62
O -1.40 1.16 1.95
C -0.78 0.71 0.34
C -0.49 -0.05 -0.21
C -1.32 -1.25 -1.20
C 0.47 0.18 3.40
F 3.88 2.09 0.76
C -0.54 -0.16 -1.68
F 0.12 -4.78 0.98
F -0.08 3.24 -4.20
C -0.06 -1.42 0.04
C -0.03 -1.67 0.69
O 2.72 0.65 -1.43
C -0.29 0.87 1.00
C -1.23 -1.09 -0.61
O 0.08 2.93 -0.70
C 1.23 -0.39 0.90
C 0.37 0.60 -0.15
O 1.80 0.21 2.09
C 0.02 -0.87 -0.45
C 0.46 0.83 0.43
O 0.55 0.43 2.19
C 0.88 1.19 -1.22
H 2.51 -0.33 -0.88
H -0.55 -1.19 2.39
H -1.47 -0.45 -1.78
H -1.37 0.99 -2.06
H 2.64 0.44 0.42
H -1.12 2.14 -0.01
H 1.80 0.16 1.90
H 1.12 -0.93 -1.54
H 0.36 2.09 -1.17
H 0.58 0.06 -2.04
H 0.01 -0.05 2.56
H 2.71 0.35 -0.27
H -1.96 -0.05 -1.21
H -0.57 -1.60 1.99
H -0.64 2.14 1.30
H -2.42 -0.42 0.47
H -0.35 2.23 -1.05
H -1.92 0.85 -0.48
H -0.94 -1.67 1.36
H 2.33 0.83 -0.44
H 0.54 -2.18 0.26
H -2.16 0.66 -1.22
H -0.69 -2.02 1.07
H -1.50 -0.19 -2.01
H 0.77 -2.22 0.18
H 0.71 -0.87 -1.98
H -2.44 0.31 -0.25
H 2.66 -0.41 0.53
H -0.69 1.40 -1.82
H -1.06 1.07 1.81
H -2.55 0.37 0.43
H 0.29 -2.02 1.69
H 0.88 -1.00 -1.83
Cl 0.10 -0.04 0.01
C 0.42 0.06 -0.08
Cl 0.08 0.07 0.01
H -0.30 0.11 -0.08
H -0.26 -0.10 0.14
Cl 0.02 0.06 -0.08
C 0.23 0.44 0.05
Cl 0.08 -0.05 0.10
H -0.31 -0.18 -0.06
H -0.03 -0.24 -0.06
Cl -0.07 0.06 -0.07
C -0.24 0.17 -0.16
Cl -0.07 0.04 0.07
H 0.06 -0.31 0.05
H 0.42 -0.08 0.22
Cl -0.03 -0.11 -0.15
C -0.11 -0.25 -0.11
Cl 0.13 0.11 0.02
H -0.67 0.06 -0.21
H -0.40 -0.22 0.16
Cl -0.22 0.15 -0.12
C -0.41 -0.12 -0.22
Cl -0.12 -0.02 -0.09
H 0.33 0.07 -0.06
H 0.19 0.01 0.28
Cl 1.13 0.50 0.19
C 0.27 0.26 0.29
Cl 0.07 0.03 0.07
H -0.31 -0.07 -0.13
H -0.06 -0.30 -0.16
Cl 0.02 -0.08 -0.04
C -0.18 -0.36 0.15
Cl -0.06 -0.06 0.03
H 0.23 0.24 -0.01
H -0.04 0.28 -0.19
Cl 0.02 -0.21 -0.16
C 0.10 -0.28 -0.26
Cl 0.01 -0.13 -0.05
H 0.07 0.28 0.17
H -0.25 0.11 0.20

Its orbital gap is 7.4096 eV. The SMILES is CCCOCO[C@H](CCC(F)=C(F)F)[C@H](COCCOCCOCC)OC.ClCCl.ClCCl.ClCCl.ClCCl.ClCCl.ClCCl.ClCCl.ClCCl.



# 3
ORCA calculation (the ωB97M-V functional and the def2-TZVPD basis) on a molecular structure, C26H49ClP2Tb.

Last column: Mulliken spin population.
Atoms and positions in Å:
Tb1 0.740 0.175 -0.127  6.04
Cl1 3.299 0.745 -0.475  -0.02
P1 0.407 2.524 -1.004  0.01
C1 1.499 2.865 -2.436  0.01
C2 -1.280 2.903 -1.479  0.00
C3 1.038 3.596 0.353  0.00
C4 1.769 1.702 -3.403  0.00
H1 2.465 3.109 -1.955  0.00
C5 1.008 4.071 -3.217  0.00
H2 0.204 3.798 -3.917  0.00
H3 1.844 4.456 -3.828  0.00
H4 0.658 4.894 -2.591  0.00
H5 2.566 1.047 -3.029  0.00
H6 2.099 2.114 -4.368  0.00
H7 0.875 1.095 -3.585  0.00
H8 2.106 3.303 0.391  0.00
C6 0.449 3.335 1.744  0.00
C7 0.945 5.073 0.000  0.00
H9 1.704 5.372 -0.731  0.00
H10 1.122 5.668 0.912  0.00
H11 -0.047 5.343 -0.378  0.00
H12 -0.003 2.337 1.837  0.00
H13 -0.314 4.084 2.008  0.00
H14 1.256 3.403 2.494  0.00
C8 -1.804 1.934 -2.544  0.00
H15 -1.149 3.886 -1.941  0.00
C9 -2.271 3.050 -0.324  0.00
H16 -1.286 2.052 -3.505  0.00
H17 -2.873 2.132 -2.714  0.00
H18 -1.702 0.886 -2.217  0.00
H19 -2.218 2.207 0.377  0.00
H20 -3.292 3.075 -0.738  0.00
H21 -2.113 3.989 0.223  0.00
H22 1.111 -0.299 -1.787  -0.04
H23 1.302 0.844 1.409  -0.06
P2 1.665 -2.052 0.675  0.02
C10 3.058 -1.809 1.839  0.00
C11 0.451 -3.115 1.453  0.00
C12 2.415 -2.789 -0.837  0.00
C13 2.989 -0.597 2.777  0.00
H24 3.916 -1.635 1.160  0.00
C14 3.309 -3.068 2.651  0.00
H25 2.619 -3.141 3.504  0.00
H26 4.330 -3.017 3.070  0.00
H27 3.243 -3.992 2.071  0.00
H28 3.255 0.331 2.258  0.00
H29 3.712 -0.741 3.595  0.00
H30 1.994 -0.475 3.226  0.00
H31 3.217 -2.060 -1.065  0.00
C15 1.507 -2.861 -2.072  0.00
C16 3.045 -4.144 -0.556  0.00
H32 3.971 -4.059 0.020  0.00
H33 3.304 -4.619 -1.518  0.00
H34 2.355 -4.818 -0.036  0.00
H35 0.596 -2.255 -1.972  0.00
H36 1.206 -3.898 -2.290  0.00
H37 2.062 -2.485 -2.948  0.00
C17 -0.199 -2.442 2.668  0.00
H38 1.089 -3.929 1.810  0.00
C18 -0.600 -3.712 0.518  0.00
H39 0.452 -2.469 3.553  0.00
H40 -1.129 -2.971 2.920  0.00
H41 -0.456 -1.392 2.457  0.00
H42 -1.167 -2.936 -0.017  0.00
H43 -1.317 -4.291 1.123  0.00
H44 -0.150 -4.399 -0.208  0.00
C19 -1.414 -0.282 0.207  0.05
C20 -2.633 -0.556 0.417  -0.02
C21 -3.970 -0.875 0.649  0.00
C22 -4.458 -1.029 1.973  0.00
C23 -5.776 -1.368 2.187  0.00
C24 -6.645 -1.567 1.109  0.00
C25 -6.172 -1.421 -0.199  0.00
C26 -4.859 -1.081 -0.438  0.00
H45 -3.769 -0.876 2.807  0.00
H46 -6.144 -1.486 3.212  0.00
H47 -7.689 -1.838 1.289  0.00
H48 -6.852 -1.580 -1.044  0.00
H49 -4.478 -0.970 -1.455  0.00

Force components x, y, z for each atom (eV/Å):
Tb -1.11 -0.64 0.07
Cl 1.37 0.30 -0.12
P 0.72 0.76 -0.21
C 0.35 0.63 -0.17
C -0.61 1.37 -0.63
C 0.26 0.54 -0.30
C 0.08 -0.12 -0.25
H -0.40 -0.05 -0.08
C 0.36 0.60 -0.74
H 0.12 0.06 0.20
H -0.32 -0.04 0.07
H 0.02 -0.08 -0.11
H -0.48 0.12 0.02
H -0.02 0.11 0.11
H 0.30 0.10 0.07
H -0.49 -0.04 -0.14
C -0.48 0.00 0.36
C 0.34 0.67 0.51
H -0.18 -0.03 0.00
H -0.03 -0.01 -0.29
H 0.08 0.03 0.04
H 0.30 0.38 0.07
H 0.12 -0.05 -0.18
H -0.37 -0.11 -0.26
C 0.04 -0.30 -0.08
H -0.67 0.20 -0.22
C -0.09 0.00 0.24
H -0.03 -0.07 0.24
H 0.23 -0.03 0.02
H -0.04 0.33 -0.11
H -0.01 0.22 -0.18
H 0.24 0.01 0.15
H 0.04 -0.23 -0.02
H 0.54 -0.70 -3.18
H 1.08 1.15 2.99
P 0.91 -0.04 -0.10
C 0.65 -0.45 0.07
C 0.18 -1.49 0.68
C 0.53 -0.33 0.22
C 0.09 0.18 0.24
H -0.36 -0.12 0.18
C 0.74 -0.34 0.59
H 0.09 -0.01 -0.22
H -0.31 -0.11 0.00
H 0.00 0.09 0.11
H -0.35 -0.34 0.09
H -0.02 -0.15 -0.10
H 0.30 0.03 -0.17
H -0.41 -0.19 0.26
C -0.50 -0.27 -0.26
C 0.49 -0.48 -0.60
H -0.15 -0.04 0.04
H 0.02 0.00 0.31
H 0.08 0.01 -0.04
H 0.43 -0.18 -0.19
H 0.11 0.11 0.17
H -0.35 -0.07 0.32
C -0.02 0.33 0.14
H -0.46 -0.50 0.30
C -0.15 -0.03 -0.19
H -0.10 0.08 -0.25
H 0.19 0.11 -0.02
H 0.04 -0.33 0.10
H 0.19 -0.18 0.14
H 0.18 0.14 -0.19
H -0.07 0.18 0.02
C -6.39 -1.32 1.03
C 4.52 1.03 -0.78
C -1.62 -0.50 0.28
C 0.51 0.16 -0.62
C -0.64 -0.16 0.14
C -0.02 -0.01 0.00
C -0.65 -0.16 0.08
C 0.67 0.18 0.41
H -0.20 -0.04 -0.29
H 0.12 0.04 -0.40
H 0.38 0.10 -0.06
H 0.24 0.05 0.34
H -0.10 -0.03 0.34

Its orbital gap (spin up / spin down) is 5.4765 / 5.2674 eV. The multiplicity is 7. As for the charge: -1.



Per-record strongest force on any atom, eV/A: 2.33, 5.31, 6.60
Per-record M, g/mol: 1011.0, 1081.9, 618.0